1.
This record from OMol25 describes a structure of composition C23H34Cl2MgN3O3 at a distorted geometry. The level of theory is ωB97M-V/def2-TZVPD.

## Properties
Lowest unoccupied orbital energy (alpha / beta) ... 2.07 / 2.07 eV
Charge ... -1

Structure (XYZ):
```
66
C23H34Cl2MgN3O3 (ωB97M-V/def2-TZVPD)
O -4.1985 -1.1887 0.2689
C -3.6124 -2.2711 0.0967
C -3.1390 -3.2846 1.1284
C -2.2249 -2.8651 2.1225
H -1.6021 -1.9854 1.9282
C -2.1383 -3.5843 3.3208
H -1.5531 -3.1874 4.1442
C -2.8997 -4.7448 3.5103
H -2.9427 -5.2123 4.5090
C -3.5757 -5.2895 2.4177
H -4.1189 -6.2151 2.5644
C -3.6272 -4.6124 1.1978
H -4.0666 -5.0941 0.3300
H -3.2348 -2.4885 -0.9325
C -0.3266 -2.3729 -2.5194
C 0.6984 -2.2961 -1.3646
H -0.8056 -3.3757 -2.4541
H 0.0004 -2.1229 -3.5278
H -1.2658 -1.7969 -2.3846
C 0.6394 -3.3657 -0.4717
C 1.4527 -4.5511 -0.8412
H 0.0812 -3.4278 0.5197
H 1.0639 -5.4803 -0.4243
H 2.4782 -4.3738 -0.5021
H 1.4698 -4.5960 -1.9386
Mg 0.6542 -0.1822 -0.4214
Cl 0.5924 -0.4913 1.9426
Cl 2.1715 -1.4064 -1.7142
H -3.9378 0.7720 3.7781
H -1.8075 2.1276 4.1821
C -3.2706 0.1937 3.1295
C -1.3330 1.7277 3.2889
N -2.3245 1.0696 2.4621
H -3.8639 -0.3394 2.3853
C -2.3245 1.2239 1.1267
O -1.4716 1.8735 0.4847
H -0.8630 2.5258 2.7198
H -3.1292 0.6776 0.6147
H -2.7482 -0.5390 3.7541
H -0.5586 1.0203 3.5933
H -0.8350 2.5486 -4.7519
H -3.3016 2.7870 -3.7426
C -0.9218 1.4964 -4.4809
C -3.2303 1.7121 -3.5331
N -1.8354 1.3491 -3.3555
H 0.0632 1.1037 -4.2488
C -1.4444 0.8773 -2.1834
O -0.2515 0.5528 -1.9580
H -3.7507 1.4786 -2.5969
H -2.2357 0.7614 -1.4306
H -1.3290 0.9719 -5.3457
H -3.6535 1.1213 -4.3536
C 5.4340 4.1357 0.0754
C 4.2176 3.2787 -0.1070
C 3.2949 3.1337 0.9325
C 2.2310 2.2536 0.7789
N 2.0793 1.4815 -0.3084
C 2.8700 1.7384 -1.3698
C 3.9578 2.6088 -1.3094
H 5.1951 5.2070 0.0727
H 5.8936 3.9002 1.0415
H 6.1604 3.9323 -0.7172
H 3.4093 3.6617 1.8790
H 1.4872 2.1206 1.5682
H 2.6562 1.1728 -2.2829
H 4.5926 2.6879 -2.1976
```

2.
This record from OMol25 describes a cluster of 2 separate species, C23H34IN3O6S2 in total at a distorted geometry. The level of theory is ωB97M-V/def2-TZVPD.

## Properties
Lowest unoccupied orbital energy ... -0.70 eV
SMILES string ... CCCCCCc1cc(I)c2nc(N)c(S)nc2c1CCCCCOC(C)=O.O=S1(=O)OCCO1
Charge ... 0

Structure (XYZ):
```
69
C23H34IN3O6S2 (ωB97M-V/def2-TZVPD)
C 4.7420 -1.4604 1.8925
C 3.5130 -1.9185 0.9902
C 3.2502 -0.9700 -0.2330
C 2.1370 -1.5398 -1.2353
C 1.6184 -0.3398 -2.1268
C 0.0576 -0.2966 -2.3601
C -0.8178 -0.5604 -1.0994
C -1.7692 -1.7345 -1.1812
C -2.6291 -2.0975 -0.0865
I -3.9539 -3.8007 -0.3276
C -2.6241 -1.3277 1.2148
N -3.5089 -1.7585 2.1954
C -3.3808 -0.9416 3.2722
N -4.2659 -1.2157 4.3913
C -2.4293 0.2046 3.4346
S -2.3893 1.1413 4.9949
N -1.5851 0.5765 2.4452
C -1.6955 -0.1920 1.2926
C -0.8137 0.2012 0.1311
C 0.1360 1.4587 0.2385
C -0.6210 2.7968 0.5836
C 0.2529 3.8958 1.3150
C 1.2083 3.3507 2.4476
C 2.6424 3.1224 1.7897
O 3.7304 3.3898 2.7204
C 4.9115 2.9057 2.1626
C 5.2668 2.9407 0.6402
O 5.7327 2.4212 2.9086
H 4.8637 -2.2534 2.6821
H 4.5668 -0.4841 2.4183
H 5.7049 -1.4364 1.3108
H 2.6317 -1.9899 1.6972
H 3.7618 -2.9701 0.6577
H 4.2252 -0.8343 -0.7884
H 2.9639 0.0421 0.1786
H 2.6779 -2.2994 -1.8652
H 1.3635 -2.0166 -0.5811
H 2.0636 0.6045 -1.7198
H 2.0853 -0.4778 -3.1500
H -0.2100 0.6707 -2.8839
H -0.1735 -1.1009 -3.1216
H -1.7995 -2.3411 -2.1143
H -5.0605 -1.7322 3.9831
H -4.6905 -0.3129 4.6511
H -1.1164 0.9595 5.5132
H 0.6216 1.6183 -0.7671
H 0.9398 1.1636 0.9605
H -0.9340 3.2481 -0.4075
H -1.5667 2.6719 1.1670
H 0.7699 4.5437 0.5490
H -0.4800 4.5917 1.8277
H 0.8778 2.3177 2.7724
H 1.2589 3.9877 3.3655
H 2.7718 2.0959 1.3589
H 2.7521 3.8634 0.9431
H 4.5833 2.3172 0.0007
H 5.2638 3.9883 0.2132
H 6.3046 2.5400 0.5051
O -2.4173 -2.5783 -5.1718
S -3.5580 -1.9089 -4.6433
O -3.4900 -0.6043 -4.0818
O -4.2734 -2.8953 -3.5831
C -5.6237 -3.1351 -3.9834
C -5.6194 -3.0000 -5.4948
O -4.7217 -1.9214 -5.7644
H -6.2569 -2.3749 -3.5191
H -5.9473 -4.1227 -3.6581
H -6.6083 -2.7866 -5.8965
H -5.2203 -3.8995 -5.9712
```

3.
This record from OMol25 describes the molecule C23H34N2O3. The level of theory is ωB97M-V/def2-TZVPD.

## Properties
Energy above the lowest of the compared OMol25 structures with the same formula, charge and spin ... 24.0 kcal/mol
Lowest unoccupied orbital energy ... 0.72 eV
SMILES string ... COCCN(C[C@H]1CCCN(C2Cc3ccccc3C2)C1)C(=O)CCC(C)=O
Charge ... 0

Structure (XYZ):
```
62
C23H34N2O3 (ωB97M-V/def2-TZVPD)
C -6.4881 -0.5563 -1.2350
O -5.0856 -0.6051 -1.2709
C -4.4934 0.6445 -1.5350
C -2.9679 0.4951 -1.4686
N -2.4859 0.3971 -0.1130
C -2.5726 -0.9099 0.5245
C -1.2029 -1.5048 0.8848
C -1.3346 -2.9972 1.1801
C 0.0398 -3.5684 1.5097
C 1.0332 -3.2429 0.3968
N 1.1183 -1.8032 0.2367
C 2.2282 -1.3545 -0.5876
C 2.3449 0.1851 -0.5770
C 3.8163 0.4449 -0.6436
C 4.4710 1.6261 -0.9272
C 5.8592 1.6336 -0.9270
C 6.5709 0.4796 -0.6453
C 5.9100 -0.7059 -0.3524
C 4.5300 -0.7133 -0.3546
C 3.5916 -1.8418 -0.0507
C -0.1653 -1.3022 -0.2196
C -2.0741 1.4366 0.6486
O -1.7739 1.2816 1.8194
C -1.9883 2.8086 -0.0133
C -1.1448 3.7433 0.8570
C 0.3070 3.2968 0.7732
C 0.9682 3.0390 2.0923
O 0.8533 3.1332 -0.2905
H -6.8990 -0.2191 -2.1949
H -6.8422 0.1171 -0.4448
H -6.8291 -1.5684 -1.0290
H -4.7891 0.9965 -2.5364
H -4.8304 1.3881 -0.7962
H -2.6951 -0.4191 -2.0008
H -2.5076 1.3393 -1.9804
H -3.1572 -0.8107 1.4441
H -3.1094 -1.5705 -0.1553
H -0.8259 -0.9954 1.7748
H -2.0235 -3.1609 2.0107
H -1.7393 -3.5059 0.3006
H 0.4021 -3.1239 2.4376
H -0.0189 -4.6501 1.6440
H 2.0129 -3.6383 0.6645
H 0.7128 -3.7344 -0.5424
H 2.1151 -1.7014 -1.6345
H 1.8092 0.6675 -1.3935
H 1.9451 0.5690 0.3644
H 3.9100 2.5230 -1.1443
H 6.3902 2.5475 -1.1512
H 7.6512 0.5012 -0.6531
H 6.4684 -1.6041 -0.1300
H 3.9123 -2.7822 -0.4997
H 3.5267 -1.9755 1.0327
H -0.0740 -0.2388 -0.4362
H -0.4925 -1.8165 -1.1450
H -1.5069 2.7341 -0.9891
H -2.9965 3.2063 -0.1467
H -1.4959 3.7182 1.8868
H -1.2142 4.7621 0.4700
H 2.0132 2.7707 1.9594
H 0.8842 3.9141 2.7328
H 0.4288 2.2207 2.5694
```

4.
This record from OMol25 describes the molecule C23H34N4O2. The level of theory is ωB97M-V/def2-TZVPD.

## Properties
Energy above the lowest of the compared OMol25 structures with the same formula, charge and spin ... 67.4 kcal/mol
Lowest unoccupied orbital energy ... 0.57 eV
SMILES string ... CC1(C)[C@@H](CNC(=O)c2cnn(CC3CC3)c2)CCN1C(=O)C1CC2(CCC2)C1
Charge ... 0

Structure (XYZ):
```
63
C23H34N4O2 (ωB97M-V/def2-TZVPD)
C 0.5033 1.9695 -1.6249
C 0.4440 1.5104 -0.1675
C -0.4227 2.4556 0.6628
C -0.0369 0.0438 -0.0182
C -1.0718 -0.4483 -1.0215
N -2.3399 0.2532 -0.9516
C -3.2248 0.0028 0.0519
O -3.0175 -0.8544 0.8952
C -4.4405 0.8396 0.0646
C -5.6223 0.5662 0.7793
N -6.5253 1.5133 0.6033
N -5.9410 2.4106 -0.2057
C -6.6463 3.6299 -0.5820
C -8.1006 3.3797 -0.8564
C -8.7967 4.2592 -1.8533
C -8.4969 2.8243 -2.1904
C -4.6935 2.0495 -0.5517
C 1.2433 -0.7822 -0.0704
C 2.2216 0.0666 0.7221
N 1.8229 1.4317 0.3833
C 2.6155 2.5214 0.5487
O 2.2673 3.6475 0.2198
C 3.9665 2.2782 1.1854
C 4.7846 3.5220 1.5740
C 5.2070 2.7970 2.8585
C 6.5789 2.0929 2.9498
C 6.5454 2.3343 4.4757
C 5.4847 3.4312 4.2292
C 4.0099 1.8417 2.6749
H -0.5016 2.0794 -2.0377
H 1.0002 2.9356 -1.6805
H 1.0550 1.2579 -2.2428
H -1.4597 2.3932 0.3298
H -0.3920 2.1659 1.7149
H -0.0757 3.4819 0.5705
H -0.4734 -0.0628 0.9794
H -0.6932 -0.3625 -2.0402
H -1.2574 -1.5060 -0.8249
H -2.5956 0.8940 -1.6803
H -5.8306 -0.2907 1.3980
H -6.5292 4.3624 0.2203
H -6.1534 4.0238 -1.4721
H -8.6707 3.0491 -0.0002
H -9.8222 4.5359 -1.6554
H -8.2150 5.0275 -2.3460
H -7.7084 2.6268 -2.9052
H -9.3171 2.1221 -2.2240
H -4.0863 2.6830 -1.1789
H 1.1161 -1.7792 0.3503
H 1.5869 -0.8899 -1.1037
H 2.1134 -0.1212 1.7952
H 3.2594 -0.1220 0.4501
H 4.5561 1.5957 0.5685
H 5.5723 3.8496 0.8959
H 4.1126 4.3577 1.7733
H 6.6457 1.0642 2.5913
H 7.3585 2.6882 2.4699
H 6.1240 1.4819 5.0088
H 7.4751 2.6270 4.9604
H 5.9442 4.4159 4.1215
H 4.6461 3.5048 4.9225
H 3.1254 2.2054 3.2049
H 4.1603 0.7864 2.9060
```